{"formula": "C26H34MnN9OS", "method": "ωB97M-V with the def2-TZVPD basis set", "species": ["Mn", "N", "C", "N", "C", "N", "N", "C", "N", "C", "C", "C", "C", "C", "N", "H", "H", "H", "H", "H", "H", "H", "H", "N", "C", "C", "C", "N", "C", "C", "N", "C", "H", "H", "H", "H", "H", "H", "H", "H", "H", "H", "H", "H", "H", "H", "H", "H", "O", "S", "C", "C", "C", "C", "C", "C", "C", "C", "C", "C", "C", "C", "H", "H", "H", "H", "H", "H", "H", "H", "H", "H"], "xyz": [[0.282, -0.538, 0.716], [-0.007, -3.687, -0.134], [-1.173, -3.225, 0.375], [-2.162, -4.066, 0.582], [-3.300, -3.540, 1.059], [-4.298, -4.348, 1.352], [-3.507, -2.198, 1.231], [-2.458, -1.464, 1.031], [-1.229, -1.902, 0.686], [-2.561, 0.013, 1.117], [-3.764, 0.650, 1.356], [-3.806, 2.036, 1.312], [-2.642, 2.725, 1.003], [-1.478, 2.010, 0.786], [-1.413, 0.675, 0.867], [-0.014, -4.658, -0.413], [0.515, -3.063, -0.731], [-4.193, -5.343, 1.225], [-5.170, -3.975, 1.688], [-4.642, 0.051, 1.551], [-4.732, 2.565, 1.491], [-2.634, 3.803, 0.916], [-0.573, 2.524, 0.481], [1.583, 2.251, 2.372], [2.581, 1.549, 3.285], [1.843, 0.642, 4.262], [1.472, -0.749, 3.748], [0.276, -0.742, 2.845], [2.653, -1.420, 3.054], [3.284, -0.568, 1.958], [2.386, -0.524, 0.761], [3.647, 0.825, 2.470], [0.933, 2.820, 2.920], [1.031, 1.570, 1.832], [2.058, 2.874, 1.713], [3.047, 2.368, 3.832], [0.971, 1.151, 4.685], [2.519, 0.496, 5.107], [1.211, -1.339, 4.629], [-0.487, -0.242, 3.301], [-0.059, -1.707, 2.822], [2.353, -2.393, 2.653], [3.418, -1.634, 3.804], [4.219, -1.039, 1.648], [2.437, -1.458, 0.340], [2.800, 0.054, 0.030], [4.027, 1.460, 1.663], [4.496, 0.695, 3.145], [0.602, -0.528, -1.211], [-0.537, -0.218, -2.236], [0.072, -0.756, -3.793], [-0.764, -1.605, -4.510], [-0.358, -2.033, -5.767], [0.865, -1.623, -6.273], [1.697, -0.780, -5.537], [1.303, -0.333, -4.291], [-0.493, 1.554, -2.363], [0.663, 2.272, -2.080], [0.635, 3.655, -2.188], [-0.538, 4.301, -2.571], [-1.682, 3.570, -2.855], [-1.667, 2.185, -2.748], [-1.716, -1.920, -4.100], [-0.997, -2.685, -6.346], [1.178, -1.957, -7.253], [2.646, -0.467, -5.948], [1.934, 0.338, -3.724], [1.576, 1.752, -1.817], [1.534, 4.231, -2.012], [-0.550, 5.379, -2.668], [-2.586, 4.074, -3.168], [-2.558, 1.608, -2.970]], "lowdin_spin": [1.006, 0.002, 0.003, 0.000, 0.002, 0.004, 0.000, 0.000, -0.012, 0.001, 0.000, 0.000, -0.001, -0.005, -0.007, 0.000, 0.001, 0.000, 0.000, 0.000, 0.000, 0.000, -0.001, -0.009, 0.000, 0.000, -0.001, -0.001, 0.000, 0.000, -0.004, 0.000, 0.000, -0.009, 0.000, 0.000, 0.000, 0.000, 0.000, 0.000, 0.003, 0.000, 0.000, 0.000, 0.002, -0.002, 0.000, 0.000, 0.024, 0.003, -0.001, 0.000, 0.000, 0.000, 0.000, 0.000, 0.002, 0.000, 0.000, 0.000, 0.000, 0.000, 0.000, 0.000, 0.000, 0.000, 0.000, 0.000, 0.000, 0.000, 0.000, 0.000], "s2": 1.138, "e_above_lowest_kcal_mol": 0.0, "e_lumo_ev": [-8.327, -8.347], "charge": 3, "gap_ev": [8.224, 8.202], "spin_multiplicity": 2}

{"formula": "C2H9N4P", "method": "ωB97M-V with the def2-TZVPD basis set", "species": ["C", "C", "N", "N", "N", "N", "P", "H", "H", "H", "H", "H", "H", "H", "H", "H"], "xyz": [[-2.845, 0.169, 0.547], [2.026, 1.608, -0.257], [-2.334, 0.365, -0.590], [1.113, 0.687, 0.423], [-0.173, -1.371, 1.115], [0.952, -1.467, -1.331], [0.246, -0.426, -0.168], [-3.824, 0.642, 0.713], [-2.307, -0.056, 1.451], [2.398, 1.421, -1.210], [2.965, 1.560, 0.284], [1.786, 2.613, -0.205], [-0.370, -0.675, 1.763], [-1.197, -1.696, 1.003], [0.589, -2.426, -1.306], [0.974, -0.949, -2.233]], "lowdin_charge": [-0.281, -0.204, -0.030, -0.245, -0.133, -0.118, 0.643, 0.053, 0.015, 0.035, 0.068, 0.038, -0.016, 0.072, 0.046, 0.056], "e_above_lowest_kcal_mol": 82.1, "e_lumo_ev": [-0.131, -0.165], "charge": 0, "gap_ev": [8.267, 7.068]}

{"formula": "C22H29N3O2S", "method": "ωB97M-V with the def2-TZVPD basis set", "species": ["C", "C", "C", "C", "C", "C", "N", "C", "S", "C", "C", "N", "C", "C", "N", "C", "C", "O", "C", "C", "C", "C", "C", "C", "O", "C", "C", "C", "H", "H", "H", "H", "H", "H", "H", "H", "H", "H", "H", "H", "H", "H", "H", "H", "H", "H", "H", "H", "H", "H", "H", "H", "H", "H", "H", "H", "H"], "xyz": [[1.188, 6.385, -2.256], [1.237, 4.999, -1.692], [1.901, 4.747, -0.496], [1.973, 3.469, 0.021], [1.360, 2.408, -0.641], [1.506, 1.049, -0.092], [2.697, 0.695, 0.230], [2.977, -0.543, 0.730], [4.509, -0.903, 1.221], [1.885, -1.475, 0.776], [0.637, -1.067, 0.432], [0.399, 0.238, 0.045], [-0.951, 0.760, -0.026], [-1.733, 0.285, -1.268], [-2.807, -0.617, -0.889], [-3.215, -1.513, -1.961], [-4.235, -2.507, -1.404], [-5.360, -1.848, -0.876], [-4.978, -0.952, 0.138], [-3.977, 0.081, -0.381], [-0.433, -2.103, 0.513], [-0.326, -2.833, 1.869], [-1.238, -4.065, 1.861], [-0.745, -1.877, 2.995], [1.001, -3.276, 2.136], [2.022, -2.890, 1.239], [0.710, 2.650, -1.848], [0.653, 3.932, -2.363], [0.399, 6.478, -2.997], [1.024, 7.116, -1.468], [2.137, 6.621, -2.737], [2.374, 5.563, 0.031], [2.504, 3.273, 0.939], [-1.486, 0.441, 0.873], [-0.880, 1.848, -0.012], [-1.052, -0.261, -1.926], [-2.117, 1.155, -1.824], [-2.341, -2.057, -2.325], [-3.667, -0.960, -2.801], [-4.605, -3.162, -2.194], [-3.754, -3.114, -0.621], [-5.893, -0.464, 0.480], [-4.524, -1.504, 0.975], [-3.682, 0.746, 0.432], [-4.455, 0.684, -1.173], [-1.436, -1.702, 0.385], [-0.257, -2.836, -0.282], [-2.273, -3.773, 1.701], [-1.157, -4.579, 2.814], [-0.935, -4.752, 1.076], [-0.625, -2.377, 3.952], [-0.110, -0.994, 2.995], [-1.783, -1.577, 2.879], [2.028, -3.563, 0.363], [2.963, -3.017, 1.778], [0.274, 1.832, -2.401], [0.152, 4.104, -3.305]], "lowdin_charge": [-0.049, -0.274, -0.029, -0.004, -0.169, -0.226, 0.121, -0.791, 0.648, -0.158, -0.127, 0.051, -0.098, -0.164, -0.212, -0.161, -0.189, -0.124, -0.191, -0.158, -0.047, -0.549, -0.011, -0.001, -0.074, -0.156, -0.029, -0.034, 0.075, 0.080, 0.087, 0.116, 0.120, 0.126, 0.125, 0.126, 0.125, 0.124, 0.133, 0.128, 0.120, 0.128, 0.124, 0.124, 0.133, 0.098, 0.144, 0.076, 0.088, 0.088, 0.090, 0.089, 0.082, 0.141, 0.093, 0.109, 0.112], "smiles": "Cc1ccc(-c2nc(=S)c3c(n2CCN2CCOCC2)CC(C)(C)OC3)cc1", "e_above_lowest_kcal_mol": 49.3, "e_lumo_ev": 0.244, "charge": 0, "gap_ev": 7.825}

{"formula": "Cl2H2OSi", "method": "ωB97M-V with the def2-TZVPD basis set", "species": ["O", "Si", "Cl", "Cl", "H", "H"], "xyz": [[1.010, 0.083, -0.606], [-0.171, -0.084, 0.417], [-1.766, 1.314, -0.254], [-0.756, -2.031, 0.057], [1.262, 0.528, -1.383], [0.420, 0.189, 1.768]], "lowdin_charge": [-0.234, -0.206, 0.120, 0.280, 0.051, -0.011], "smiles": "O[SiH](Cl)Cl", "e_above_lowest_kcal_mol": 5.9, "e_lumo_ev": 0.556, "charge": 0, "gap_ev": 11.915}

{"formula": "C20H15GaNOS4", "method": "ωB97M-V with the def2-TZVPD basis set", "species": ["Ga", "S", "C", "C", "C", "C", "C", "C", "S", "C", "C", "C", "C", "C", "C", "C", "S", "C", "C", "C", "C", "C", "C", "S", "N", "H", "H", "H", "H", "H", "H", "H", "H", "H", "H", "H", "H", "H", "H", "H", "O", "C"], "xyz": [[0.058, -1.117, -0.775], [-0.435, -1.854, -2.838], [-1.841, -0.768, -2.897], [-2.100, -0.043, -4.059], [-3.176, 0.823, -4.128], [-4.023, 0.989, -3.038], [-3.796, 0.267, -1.880], [-2.707, -0.594, -1.810], [-2.408, -1.568, -0.354], [-2.405, -0.382, 1.013], [-1.207, -0.614, 1.904], [-1.266, -0.292, 3.249], [-0.126, -0.423, 4.023], [1.043, -0.884, 3.439], [1.029, -1.212, 2.097], [2.244, -1.777, 1.414], [2.431, -1.237, -0.303], [2.730, 0.502, -0.118], [4.042, 0.864, 0.194], [4.375, 2.192, 0.363], [3.387, 3.159, 0.205], [2.096, 2.802, -0.130], [1.729, 1.463, -0.311], [0.074, 1.160, -0.834], [-0.077, -1.078, 1.357], [-1.437, -0.160, -4.906], [-3.355, 1.377, -5.039], [-4.863, 1.667, -3.095], [-4.470, 0.362, -1.039], [-3.318, -0.482, 1.595], [-2.359, 0.625, 0.592], [-2.191, 0.074, 3.673], [-0.147, -0.165, 5.073], [1.951, -0.997, 4.015], [2.179, -2.867, 1.366], [3.153, -1.523, 1.954], [4.798, 0.095, 0.293], [5.391, 2.472, 0.601], [3.630, 4.205, 0.332], [1.344, 3.567, -0.270], [-0.113, -4.850, -0.560], [0.141, -3.776, -0.366]], "lowdin_charge": [-0.217, 0.711, -0.661, -0.087, -0.052, -0.059, -0.083, -0.546, 1.014, -0.357, -0.298, 0.018, 0.000, 0.020, -0.286, -0.331, 1.026, -0.498, -0.098, -0.066, -0.055, -0.104, -0.605, 0.786, 0.030, 0.114, 0.116, 0.114, 0.116, 0.097, 0.084, 0.131, 0.127, 0.130, 0.091, 0.102, 0.113, 0.113, 0.116, 0.107, 0.153, -0.026], "e_above_lowest_kcal_mol": 7.0, "e_lumo_ev": -3.284, "charge": 1, "gap_ev": 7.733}

{"formula": "C12H17Cl27NO", "method": "ωB97M-V with the def2-TZVPD basis set", "species": ["C", "C", "O", "C", "N", "H", "H", "H", "H", "H", "H", "H", "H", "C", "Cl", "Cl", "Cl", "H", "C", "Cl", "Cl", "Cl", "H", "C", "Cl", "Cl", "Cl", "H", "C", "Cl", "Cl", "Cl", "H", "C", "Cl", "Cl", "Cl", "H", "C", "Cl", "Cl", "Cl", "H", "C", "Cl", "Cl", "Cl", "H", "C", "Cl", "Cl", "Cl", "H", "C", "Cl", "Cl", "Cl", "H"], "xyz": [[-2.654, -0.450, 2.808], [-1.555, 0.481, 3.327], [-0.286, -0.234, 3.285], [-1.508, 1.778, 2.482], [-0.687, 1.748, 1.297], [-3.564, -0.339, 3.409], [-2.334, -1.492, 2.842], [-2.905, -0.193, 1.775], [-1.737, 0.721, 4.383], [0.059, -0.246, 4.177], [-1.189, 2.612, 3.131], [-2.588, 1.972, 2.264], [-0.669, 0.786, 0.952], [-0.273, 3.840, 0.071], [1.138, 3.591, -0.994], [0.042, 5.208, 1.154], [-1.708, 4.156, -0.915], [-0.427, 2.878, 0.662], [-0.885, -3.433, 5.102], [-1.825, -2.209, 5.942], [0.424, -4.036, 6.124], [-1.917, -4.776, 4.577], [-0.445, -2.975, 4.221], [0.436, 1.331, -4.006], [1.893, 1.147, -4.987], [-0.716, 2.420, -4.774], [-0.294, -0.249, -3.713], [0.719, 1.750, -3.047], [2.065, -1.183, -0.722], [2.004, -1.730, 0.947], [1.723, 0.532, -0.803], [3.632, -1.570, -1.466], [1.286, -1.705, -1.266], [5.935, 0.507, -4.510], [4.994, 0.643, -6.001], [7.590, 1.085, -4.777], [5.164, 1.362, -3.193], [5.991, -0.542, -4.250], [7.621, 1.545, 0.514], [6.674, 2.989, 0.863], [6.793, 0.098, 1.087], [7.962, 1.425, -1.213], [8.562, 1.625, 1.041], [-2.627, 1.142, -8.622], [-1.980, 0.281, -7.236], [-3.376, 2.664, -8.129], [-1.376, 1.428, -9.838], [-3.393, 0.529, -9.079], [-6.593, -2.255, 5.259], [-5.112, -3.124, 4.880], [-6.758, -2.020, 7.004], [-6.657, -0.714, 4.409], [-7.432, -2.854, 4.929], [-1.538, -3.237, -0.322], [-1.652, -3.609, 1.394], [-1.647, -1.504, -0.598], [-0.037, -3.870, -1.024], [-2.361, -3.725, -0.827]], "lowdin_charge": [-0.096, -0.410, -0.102, -0.341, -0.117, 0.050, 0.001, 0.053, 0.116, 0.058, 0.092, 0.091, -0.033, -1.547, 0.442, 0.445, 0.449, -0.179, -1.541, 0.549, 0.524, 0.490, -0.006, -1.547, 0.495, 0.513, 0.503, -0.072, -1.573, 0.537, 0.552, 0.493, -0.084, -1.543, 0.504, 0.500, 0.516, 0.013, -1.557, 0.534, 0.526, 0.492, 0.006, -1.561, 0.521, 0.517, 0.512, 0.006, -1.559, 0.512, 0.510, 0.535, 0.007, -1.496, 0.554, 0.587, 0.547, 0.011], "e_lumo_ev": 1.954, "charge": -1, "gap_ev": 5.038}

These records have max |F| values of 0.24, 3.91, 0.63, 2.29, 0.54, 2.89 eV/A, in the order they appear.